# 1
The following is a DFT calculation (ωB97M-V/def2-TZVPD) of a 2-piece molecular cluster, C4H9N2O overall.

Computed properties:
charge	+1
max |F|	5.47	eV/Å
Kohn-Sham gap (spin up / spin down)	8.690 / 7.952	eV
HOMO (spin up / spin down)	-14.034 / -13.679	eV
spin multiplicity	1
LUMO (spin up / spin down)	-0.196 / -0.210	Eh
energy above the lowest of the compared OMol25 structures with the same formula, charge and spin	565.0	kJ/mol

```
16
Properties=species:S:1:pos:R:3:forces:R:3:mulliken_charge:R:1
C -1.691 -1.060 2.213 0.445 -0.439 -2.658 -0.710
C -1.520 0.119 1.511 -0.410 2.273 0.256 0.372
C 0.164 -0.830 -1.107 -0.586 0.066 1.615 0.483
C 1.307 1.265 -0.908 -3.138 3.035 0.412 -0.716
N -0.240 -1.978 -1.441 1.640 -1.640 -3.662 -0.315
N 1.163 -0.130 -1.328 3.633 3.069 -2.710 -0.196
O -1.388 0.280 0.265 -0.077 -0.737 1.220 -0.498
H -1.817 -1.100 3.225 -0.340 0.041 2.450 0.337
H -1.645 -1.946 1.642 -0.038 -1.176 -0.270 0.222
H -1.592 1.002 2.202 0.339 -0.113 -0.951 0.319
H 0.694 1.985 -1.585 0.964 -1.497 0.600 0.312
H 2.295 1.667 -0.947 0.847 -0.538 0.120 0.334
H 0.807 1.516 0.067 0.856 -0.905 -0.698 0.232
H 0.059 -2.482 -2.345 -0.573 0.885 1.921 0.279
H -1.027 -2.265 -0.977 -2.471 -1.314 0.982 0.230
H 1.780 -0.182 -2.206 -1.090 -1.010 1.373 0.315
```
Forces are in eV/Å.

# 2
The following is a DFT calculation (ωB97M-V/def2-TZVPD) of an isolated ion of composition C4H9N2O and charge +1.

Computed properties:
charge	+1
max |F|	6.40	eV/Å
Kohn-Sham gap	9.626	eV
HOMO	-13.338	eV
spin multiplicity	1
LUMO	-0.136	Eh
energy above the lowest of the compared OMol25 structures with the same formula, charge and spin	283.6	kJ/mol
structure (SMILES)	C=COCNC=[NH2+]

```
16
Properties=species:S:1:pos:R:3:forces:R:3:mulliken_charge:R:1
C 0.113 1.273 -1.369 -0.797 3.106 0.483 0.124
C -0.434 -0.812 -0.221 3.052 -1.023 2.411 -0.400
C -0.692 -0.417 2.138 -0.207 0.774 -0.582 0.014
C -0.724 -1.639 2.635 -0.578 1.169 -0.368 -0.716
N -0.065 0.019 -1.398 -0.422 -2.657 0.091 -0.056
N 0.359 2.099 -2.433 0.328 -6.199 1.546 -0.349
O -0.225 0.021 0.871 -0.235 0.454 1.066 -0.355
H -1.472 -1.146 -0.118 0.194 -0.374 -1.136 0.413
H 0.425 -1.621 -0.019 -2.252 0.953 -1.583 0.294
H -1.062 0.484 2.589 -0.113 -0.037 0.678 0.352
H -1.240 -1.893 3.539 0.077 0.358 0.473 0.274
H -0.138 1.702 -0.377 0.716 0.050 -0.710 0.362
H -0.373 -2.447 2.086 0.701 -1.432 -0.932 0.264
H 0.079 -0.528 -2.225 0.097 -0.136 -0.638 0.241
H 0.102 2.979 -2.204 -0.816 3.623 -0.212 0.277
H 0.127 1.572 -3.270 0.255 1.371 -0.588 0.261
```
Forces are in eV/Å.

# 3
The following is a DFT calculation (ωB97M-V/def2-TZVPD) of an isolated ion of composition C4H9N2O and charge +1.

Computed properties:
charge	+1
max |F|	4.44	eV/Å
Kohn-Sham gap	8.778	eV
HOMO	-13.058	eV
spin multiplicity	1
LUMO	-0.157	Eh
energy above the lowest of the compared OMol25 structures with the same formula, charge and spin	328.9	kJ/mol
structure (SMILES)	N[C@H]1C[C@@H]1OC=[NH2+]

```
16
Properties=species:S:1:pos:R:3:forces:R:3:mulliken_charge:R:1
C -0.691 1.058 -0.973 2.125 0.274 -0.698 -0.562
C -0.399 0.780 0.448 0.080 -0.682 -1.289 -0.325
C -0.896 -0.280 -0.369 -2.935 -1.439 -0.450 0.111
C 1.873 0.113 0.288 -2.655 0.551 -2.474 0.258
N -2.128 -0.980 -0.055 -1.368 0.502 -3.106 -0.648
N 2.979 -0.203 0.828 1.914 0.092 -0.119 -0.187
O 0.867 0.586 0.940 4.205 -0.239 1.412 -0.397
H -1.460 1.708 -1.218 -1.329 1.228 -0.269 0.340
H 0.221 1.147 -1.597 -0.865 -0.050 0.072 0.111
H -0.970 1.220 1.181 -1.259 0.737 1.540 0.517
H -0.265 -0.955 -0.865 1.461 -1.038 0.115 0.286
H 1.777 -0.064 -0.815 0.107 0.375 0.997 0.317
H -2.737 -0.444 0.579 0.251 -0.281 -0.643 0.276
H -2.635 -1.096 -1.051 0.986 0.197 3.266 0.311
H 3.092 -0.107 1.798 0.109 0.209 1.694 0.279
H 3.865 -0.232 0.308 -0.826 -0.437 -0.048 0.313
```
Forces are in eV/Å.

# 4
The following is a DFT calculation (ωB97M-V/def2-TZVPD) of an isolated ion of composition C4H9N2O and charge +1.

Computed properties:
charge	+1
max |F|	5.53	eV/Å
Kohn-Sham gap	11.828	eV
HOMO	-15.088	eV
spin multiplicity	1
LUMO	-0.120	Eh
energy above the lowest of the compared OMol25 structures with the same formula, charge and spin	77.2	kJ/mol
structure (SMILES)	C[C@H]1CNC(=[NH2+])O1

```
16
Properties=species:S:1:pos:R:3:forces:R:3:mulliken_charge:R:1
C 1.270 -0.329 -0.335 -4.953 -1.968 -1.483 0.520
C -0.342 1.315 -0.246 -0.668 0.010 -0.530 -0.536
C -1.069 -0.039 -0.405 -0.583 0.537 0.679 0.383
C -1.738 -0.506 0.883 0.246 0.080 -0.355 -1.324
N 1.033 0.899 0.014 0.442 0.087 0.214 -0.134
N 2.326 -1.081 -0.383 0.194 -0.061 -0.004 -0.304
O -0.053 -0.961 -0.789 5.137 1.414 1.138 -0.405
H -0.366 1.909 -1.167 -0.011 -0.057 0.208 0.304
H -0.747 1.899 0.579 0.131 -0.037 -0.007 0.347
H -1.798 -0.018 -1.218 0.184 0.085 -0.008 0.353
H -1.027 -0.524 1.709 0.003 0.057 0.055 0.304
H -2.129 -1.509 0.746 -0.077 -0.099 0.004 0.375
H -2.562 0.161 1.124 -0.058 0.032 0.090 0.386
H 1.730 1.561 0.327 0.112 -0.165 -0.023 0.209
H 3.248 -0.735 -0.156 -0.072 -0.017 -0.025 0.246
H 2.224 -2.042 -0.683 -0.026 0.101 0.045 0.276
```
Forces are in eV/Å.

# 5
The following is a DFT calculation (ωB97M-V/def2-TZVPD) of an isolated ion of composition C4H9N2O and charge +1.

Computed properties:
charge	+1
max |F|	4.37	eV/Å
Kohn-Sham gap (spin up / spin down)	7.414 / 7.533	eV
HOMO (spin up / spin down)	-11.532 / -14.737	eV
spin multiplicity	3
LUMO (spin up / spin down)	-0.151 / -0.265	Eh
energy above the lowest of the compared OMol25 structures with the same formula, charge and spin	254.6	kJ/mol
<S²>	2.0169

```
16
Properties=species:S:1:pos:R:3:forces:R:3:lowdin_spin:R:1
C -0.457 0.837 0.476 0.872 -0.498 1.332 0.046
C 1.887 0.732 -0.077 1.249 1.045 0.535 0.024
C -1.045 -0.648 0.300 -2.423 2.533 -0.607 0.191
C 0.876 -1.429 -0.117 -1.969 -1.729 -1.409 0.914
N -2.333 -0.529 -0.393 4.229 0.591 0.919 0.268
N 0.590 1.291 -0.434 2.239 -1.848 -1.986 0.008
O 1.931 -0.780 -0.030 1.165 2.583 0.414 0.402
H -1.323 1.467 0.390 -0.274 0.453 -0.201 0.007
H -0.028 1.051 1.537 -0.853 -0.849 -1.657 0.003
H 2.867 0.894 -0.727 -2.664 0.439 1.160 0.002
H 2.022 1.031 0.987 0.501 -0.334 -0.762 0.005
H -0.983 -1.457 1.055 -0.528 0.642 -0.548 0.029
H 0.951 -2.480 0.003 -0.948 -1.034 0.229 0.086
H -2.798 -1.387 -0.557 -0.822 -0.784 -0.158 0.006
H -2.689 0.324 -0.940 1.272 -1.754 1.126 0.005
H 0.533 1.083 -1.473 -1.048 0.545 1.613 0.003
```
Forces are in eV/Å.

# 6
The following is a DFT calculation (ωB97M-V/def2-TZVPD) of an isolated ion of composition C4H9N2O2 and charge -1.

Computed properties:
charge	-1
max |F|	2.80	eV/Å
Kohn-Sham gap	6.688	eV
HOMO	-2.733	eV
spin multiplicity	1
LUMO	0.145	Eh
energy above the lowest of the compared OMol25 structures with the same formula, charge and spin	250.1	kJ/mol
structure (SMILES)	CNC(=O)CNC[O-]

```
17
Properties=species:S:1:pos:R:3:forces:R:3:mulliken_charge:R:1
O -2.525 0.378 0.852 0.086 -0.466 -0.174 -0.696
C -1.547 -0.147 0.298 -0.764 1.687 1.148 0.545
N -1.554 -0.176 -1.060 0.517 -0.296 -0.219 -0.172
C -0.406 -0.328 -1.930 1.944 0.632 0.714 -0.788
C -0.408 -0.600 1.223 0.858 0.035 -0.937 -0.622
N 0.648 0.399 1.574 1.069 -1.291 -0.676 -0.379
C 1.965 0.437 0.749 -1.095 2.566 -0.217 -0.506
O 1.893 1.188 -0.359 -0.404 -0.571 -0.667 -0.892
H -2.307 0.379 -1.429 -0.164 -0.023 0.118 0.259
H 0.020 -1.338 -1.894 -0.479 -0.018 -0.513 0.196
H 0.461 0.313 -1.626 -0.424 -0.212 0.570 0.285
H -0.581 0.083 -2.915 -0.625 -0.627 -0.421 0.378
H -0.853 -0.806 2.180 -0.765 -0.399 0.099 0.248
H -0.033 -1.579 0.809 0.447 1.033 0.471 0.310
H 0.356 1.366 1.540 -0.678 -0.095 -0.183 0.256
H 2.224 -0.605 0.582 0.386 -0.739 0.267 0.271
H 2.648 1.035 1.405 0.091 -1.215 0.620 0.308
```
Forces are in eV/Å.

Question: Which formula does entry 3 have?
Answer: C4H9N2O

Question: The lowest energy above the lowest of the compared OMol25 structures with the same formula, charge and spin belongs to which entry?
Answer: number 4

Repeat the fifth record exactly.
The following is a DFT calculation (ωB97M-V/def2-TZVPD) of an isolated ion of composition C4H9N2O and charge +1.

Computed properties:
charge	+1
max |F|	4.37	eV/Å
Kohn-Sham gap (spin up / spin down)	7.414 / 7.533	eV
HOMO (spin up / spin down)	-11.532 / -14.737	eV
spin multiplicity	3
LUMO (spin up / spin down)	-0.151 / -0.265	Eh
energy above the lowest of the compared OMol25 structures with the same formula, charge and spin	254.6	kJ/mol
<S²>	2.0169

```
16
Properties=species:S:1:pos:R:3:forces:R:3:lowdin_spin:R:1
C -0.457 0.837 0.476 0.872 -0.498 1.332 0.046
C 1.887 0.732 -0.077 1.249 1.045 0.535 0.024
C -1.045 -0.648 0.300 -2.423 2.533 -0.607 0.191
C 0.876 -1.429 -0.117 -1.969 -1.729 -1.409 0.914
N -2.333 -0.529 -0.393 4.229 0.591 0.919 0.268
N 0.590 1.291 -0.434 2.239 -1.848 -1.986 0.008
O 1.931 -0.780 -0.030 1.165 2.583 0.414 0.402
H -1.323 1.467 0.390 -0.274 0.453 -0.201 0.007
H -0.028 1.051 1.537 -0.853 -0.849 -1.657 0.003
H 2.867 0.894 -0.727 -2.664 0.439 1.160 0.002
H 2.022 1.031 0.987 0.501 -0.334 -0.762 0.005
H -0.983 -1.457 1.055 -0.528 0.642 -0.548 0.029
H 0.951 -2.480 0.003 -0.948 -1.034 0.229 0.086
H -2.798 -1.387 -0.557 -0.822 -0.784 -0.158 0.006
H -2.689 0.324 -0.940 1.272 -1.754 1.126 0.005
H 0.533 1.083 -1.473 -1.048 0.545 1.613 0.003
```
Forces are in eV/Å.